## i
Entry from OMol25: the molecule C6H11N (ωB97M-V/def2-TZVPD).

## Properties
E_HOMO	-8.098	eV
charge	0
lowest unoccupied orbital energy	0.017	Ha
frontier orbital gap	8.5	eV

XYZ file:
```
18
Properties=species:S:1:pos:R:3:nbo_charge:R:1
C 0.7785 -3.2779 -0.8235 -0.495
C 0.5497 -1.9683 -1.0029 0.011
N 1.2744 -0.7555 -0.4264 -0.636
C 0.9681 0.6877 -0.7482 -0.254
C -0.5183 1.0875 -0.4548 -0.189
C -0.7963 1.9246 0.6123 -0.204
C -1.5539 1.7544 1.8062 -0.672
H 1.5416 -3.5621 -0.0269 0.194
H 0.5382 -4.0023 -1.6086 0.225
H -0.3372 -1.6617 -1.5381 0.184
H 1.4949 -0.8563 0.5234 0.367
H 1.1227 0.6241 -1.8961 0.183
H 1.5770 1.4414 -0.2108 0.210
H -1.0708 0.7513 -1.4395 0.211
H -0.0093 2.7166 0.5578 0.187
H -1.1819 1.1447 2.6630 0.239
H -2.5712 1.2213 1.7677 0.220
H -1.8062 2.7307 2.2454 0.218
```

=====

## ii
Entry from OMol25: the molecule C6H11N (ωB97M-V/def2-TZVPD).

## Properties
E_HOMO	-8.461	eV
charge	0
lowest unoccupied orbital energy	0.044	Ha
frontier orbital gap	9.7	eV

XYZ file:
```
18
Properties=species:S:1:pos:R:3:nbo_charge:R:1
C 2.4449 1.2888 1.4569 -0.653
C 1.2430 0.8994 0.6479 -0.186
C 1.2046 0.5685 -0.6257 -0.183
C 0.0734 -0.0691 -1.4148 -0.460
C -0.7872 -0.9266 -0.4912 -0.267
C -2.0997 -0.6517 -0.3737 0.007
N -3.1255 -1.5526 -0.0197 -0.824
H 3.2512 0.5604 1.4745 0.224
H 2.8272 2.2368 1.0327 0.216
H 2.2463 1.5890 2.4960 0.217
H 0.3064 0.7485 1.1865 0.197
H 1.9575 1.0065 -1.2957 0.183
H -0.5213 0.6492 -1.9776 0.219
H 0.3696 -0.7938 -2.1817 0.223
H -0.5736 -1.9723 -0.2979 0.191
H -2.4969 0.3542 -0.5196 0.175
H -3.5150 -1.4191 0.9086 0.366
H -2.8049 -2.5162 -0.0054 0.356
```

=====

Bottom line: ii, by a margin of 310.8 kJ/mol.

=====

## i
Entry from OMol25: the molecule C6H11N (ωB97M-V/def2-TZVPD).

## Properties
E_HOMO	-7.053	eV
charge	0
lowest unoccupied orbital energy	-0.022	Ha
frontier orbital gap	6.4	eV

XYZ file:
```
18
Properties=species:S:1:pos:R:3:nbo_charge:R:1
C -2.1792 -0.5353 -0.6710 -0.396
C -0.9475 -1.0243 -1.0882 -0.173
C 0.2200 -1.6893 -0.5054 -0.612
C 0.7621 -0.5171 0.0592 0.458
C 2.1536 0.0564 -0.2449 -0.705
N 0.3143 0.2034 1.2763 -0.598
C -0.2304 1.5403 0.9994 -0.435
H -2.5521 0.3502 -1.1739 0.185
H -2.9402 -1.1019 -0.1237 0.200
H -0.7680 -0.6716 -2.1101 0.166
H 0.1672 -2.6375 0.0172 0.257
H 2.6262 0.4276 0.6528 0.219
H 2.7641 -0.7667 -0.6092 0.238
H 2.0139 0.8826 -0.9338 0.230
H -0.4700 -0.3717 1.6090 0.368
H 0.6428 2.2163 0.9815 0.193
H -0.8624 1.9232 1.8076 0.210
H -0.7143 1.7155 0.0572 0.195
```

=====

## ii
Entry from OMol25: the molecule C6H11N (ωB97M-V/def2-TZVPD).

## Properties
E_HOMO	-9.151	eV
charge	0
lowest unoccupied orbital energy	0.040	Ha
frontier orbital gap	10.2	eV

XYZ file:
```
18
Properties=species:S:1:pos:R:3:nbo_charge:R:1
H -0.4835 -2.7032 -0.4729 0.333
N -1.0485 -2.0317 -1.0021 -0.592
C -0.6400 -0.8659 -0.7495 0.322
C -0.8179 0.5625 -1.0233 -0.284
C -0.3901 1.1611 -2.3461 -0.598
C 0.2603 0.0548 -0.0365 -0.301
C 0.1038 0.2900 1.4533 -0.389
C 1.0394 -0.5830 2.2875 -0.601
H -1.6770 1.0428 -0.5510 0.224
H -0.0210 2.1840 -2.2097 0.209
H 0.4115 0.5686 -2.8006 0.211
H -1.2247 1.1867 -3.0535 0.219
H 1.2854 0.1151 -0.4097 0.222
H -0.9386 0.0920 1.7370 0.204
H 0.2928 1.3491 1.6698 0.203
H 0.9087 -0.3909 3.3575 0.212
H 0.8507 -1.6478 2.1095 0.203
H 2.0889 -0.3843 2.0402 0.203
```

=====

Bottom line: ii, by a margin of 450.0 kJ/mol.

=====

## i
Entry from OMol25: the molecule C2H6N4OS (ωB97M-V/def2-TZVPD).

## Properties
E_HOMO	-8.331	eV
charge	0
lowest unoccupied orbital energy	0.009	Ha
frontier orbital gap	8.6	eV

XYZ file:
```
14
Properties=species:S:1:pos:R:3:nbo_charge:R:1
N -2.5710 1.0283 0.3781 -0.681
N -1.5116 0.1724 1.0510 -0.491
C -0.2217 -0.0342 0.7543 0.760
O 0.7369 0.0412 1.5531 -0.657
N 0.1049 -0.1154 -0.6444 -0.683
C 1.4492 -0.2992 -1.0206 0.222
N 2.4724 -0.7654 -0.1959 -0.802
S 1.6487 -0.1878 -2.5939 -0.170
H -2.2253 1.8956 -0.0662 0.393
H -3.2705 0.3553 -0.0501 0.394
H -1.3429 0.5187 2.1533 0.398
H -0.7196 -0.6039 -1.3986 0.456
H 3.3368 -1.1519 -0.6459 0.432
H 2.1136 -0.8537 0.7259 0.428
```

=====

## ii
Entry from OMol25: the molecule C2H6N4OS (ωB97M-V/def2-TZVPD).

## Properties
E_HOMO	-9.726	eV
charge	0
lowest unoccupied orbital energy	0.010	Ha
frontier orbital gap	10.0	eV

XYZ file:
```
14
Properties=species:S:1:pos:R:3:nbo_charge:R:1
H -0.3084 -0.1400 -3.9116 0.359
N -0.1410 -0.7886 -3.1149 -0.676
C -0.5731 -0.3984 -1.9856 0.253
N -0.5623 -1.2066 -0.8427 -0.315
O -0.6474 -0.3169 0.3087 -0.380
C 0.4983 -0.1018 0.9871 0.670
N 1.6255 -0.7939 0.7313 -0.782
H 2.3183 -0.5795 1.4417 0.349
N 0.3845 1.0812 1.7569 -0.714
S -1.2643 1.1379 2.5538 0.140
H -1.0442 0.5861 -1.7352 0.160
H 0.2788 -1.8068 -0.6990 0.414
H 1.1010 1.0062 2.5247 0.391
H -1.6658 2.3210 1.9848 0.131
```

=====

Bottom line: i, by a margin of 70.9 kJ/mol.

=====

## i
Entry from OMol25: a cluster of 2 separate species, C4H9NO3 in total (ωB97M-V/def2-TZVPD).

## Properties
E_HOMO	-10.333	eV
charge	0
lowest unoccupied orbital energy	0.009	Ha
frontier orbital gap	10.6	eV

XYZ file:
```
17
Properties=species:S:1:pos:R:3:nbo_charge:R:1
N 0.2648 2.1976 -1.4637 -0.862
C -0.9534 2.6585 -0.9933 0.876
O -1.9168 2.8408 -1.6758 -0.596
O -0.9804 3.0367 0.3104 -0.676
H 0.1435 1.8947 -2.4159 0.401
H 0.7541 1.5095 -0.9119 0.382
H -0.1788 2.7455 0.7707 0.475
C -1.1196 -1.6510 -0.2719 -0.383
C 0.1575 -1.9237 -0.0263 -0.195
C 0.9905 -1.3450 1.0707 -0.106
O 1.4392 -2.4445 1.8689 -0.718
H -1.6017 -2.1719 -1.0862 0.205
H -1.7292 -1.0862 0.4213 0.198
H 0.6558 -2.6844 -0.6200 0.203
H 1.8630 -0.8340 0.6518 0.163
H 0.4079 -0.6438 1.6752 0.162
H 1.8034 -2.0988 2.6960 0.470
```

=====

## ii
Entry from OMol25: the molecule C4H9NO3 (ωB97M-V/def2-TZVPD).

## Properties
E_HOMO	-8.834	eV
charge	0
lowest unoccupied orbital energy	0.026	Ha
frontier orbital gap	9.5	eV

XYZ file:
```
17
Properties=species:S:1:pos:R:3:nbo_charge:R:1
C -2.2013 -0.1760 -1.2592 -0.439
N -1.0790 -0.9172 -0.7429 -0.611
C -0.0953 -0.4120 0.2765 -0.169
C 1.1674 -1.1955 0.2694 -0.079
O 1.4019 -1.5839 1.6388 -0.723
C 0.2036 1.1095 0.0085 0.780
O 1.1169 1.2623 -0.7595 -0.613
O -0.4641 2.1469 0.6481 -0.681
H -2.7544 0.4573 -0.5654 0.212
H -2.8915 -1.0069 -1.3869 0.208
H -1.9777 0.2365 -2.2136 0.191
H -0.3955 -1.1840 -1.4608 0.355
H -0.6258 -0.5785 1.2345 0.224
H 1.9681 -0.5732 -0.0184 0.206
H 1.0506 -2.1817 -0.3636 0.170
H 2.1185 -2.2895 1.5900 0.469
H 0.1768 2.9813 0.3941 0.500
```

=====

Bottom line: i, by a margin of 107.0 kJ/mol.

=====

## i
Entry from OMol25: the molecule C4H9NO3 (ωB97M-V/def2-TZVPD).

## Properties
E_HOMO	-9.934	eV
charge	0
lowest unoccupied orbital energy	0.028	Ha
frontier orbital gap	10.7	eV

XYZ file:
```
17
Properties=species:S:1:pos:R:3:nbo_charge:R:1
C -2.0401 0.7851 1.2527 -0.633
C -1.2059 0.4511 0.0300 0.089
O -0.9020 1.6317 -0.7353 -0.724
C 0.0802 -0.2662 0.4330 -0.235
N 0.9526 -0.3988 -0.7098 -0.641
C 2.0122 -1.2326 -0.7507 0.878
O 2.3485 -1.9941 0.1253 -0.656
O 2.6796 -1.0921 -1.9226 -0.700
H -1.8530 0.0737 2.0509 0.215
H -3.0913 0.8700 1.0035 0.225
H -1.6912 1.7389 1.6383 0.213
H -1.7011 -0.1670 -0.7313 0.183
H -0.2196 2.1384 -0.2618 0.461
H 0.5932 0.3158 1.2046 0.185
H -0.1394 -1.2562 0.8147 0.221
H 0.7220 0.0759 -1.5674 0.418
H 3.4553 -1.6737 -1.8740 0.500
```

=====

## ii
Entry from OMol25: the molecule C4H9NO3 (ωB97M-V/def2-TZVPD).

## Properties
E_HOMO	-9.435	eV
charge	0
lowest unoccupied orbital energy	0.028	Ha
frontier orbital gap	10.2	eV

XYZ file:
```
17
Properties=species:S:1:pos:R:3:nbo_charge:R:1
N -1.5321 -0.1092 0.5017 -0.860
C -0.2794 -0.7720 0.4019 -0.065
C 0.4884 -0.5628 1.6371 -0.076
O 1.2953 0.5915 1.5247 -0.714
C 0.5333 -0.4255 -0.9127 -0.558
C -0.0571 0.5240 -1.9164 0.803
O -0.9218 0.5714 -2.7689 -0.581
O 0.4708 1.8158 -1.6430 -0.736
H -2.0044 -0.1452 -0.4898 0.390
H -2.0730 -0.4087 1.3001 0.377
H -0.3093 -1.8819 0.2459 0.162
H -0.1916 -0.6421 2.5598 0.176
H 1.2751 -1.3847 1.8290 0.183
H 0.7023 1.3366 1.7513 0.479
H 1.4701 0.1685 -0.4393 0.293
H 1.0065 -1.2021 -1.4190 0.237
H 0.1267 2.5264 -2.1623 0.489
```

=====

## iii
Entry from OMol25: the molecule C4H9NO3 (ωB97M-V/def2-TZVPD).

## Properties
E_HOMO	-9.142	eV
charge	0
lowest unoccupied orbital energy	0.026	Ha
frontier orbital gap	9.8	eV

XYZ file:
```
17
Properties=species:S:1:pos:R:3:nbo_charge:R:1
C -0.2932 -0.5063 1.4710 -0.655
C -0.1240 -0.9097 0.0347 -0.082
C 0.5564 -0.2005 -1.0387 -0.466
C 1.3053 1.2022 -0.2708 0.801
O 0.7516 2.2606 -0.1365 -0.616
O 2.5993 0.9867 0.0211 -0.699
N -1.6321 -0.7807 -0.8561 -0.335
O -2.3899 0.3034 -0.3152 -0.598
H 0.5125 -0.8943 2.0890 0.225
H -0.4492 0.5629 1.6063 0.235
H -1.2553 -0.8906 1.8218 0.235
H 0.0961 -1.9774 -0.0431 0.198
H 0.0986 0.2973 -1.8880 0.245
H 1.4070 -0.7604 -1.4147 0.224
H 3.0312 1.8290 0.2539 0.492
H -2.1287 -1.6160 -0.5480 0.326
H -2.0855 1.0937 -0.7866 0.470
```

=====

Bottom line: i, by a margin of 216.2 kJ/mol.

=====

## i
Entry from OMol25: a cluster of 2 separate species, C4H9NO3 in total (ωB97M-V/def2-TZVPD).

## Properties
E_HOMO	-8.446	eV
charge	0
lowest unoccupied orbital energy	0.031	Ha
frontier orbital gap	9.3	eV

XYZ file:
```
17
Properties=species:S:1:pos:R:3:nbo_charge:R:1
C -1.7969 -0.5073 0.6096 -0.557
C -0.9941 0.3690 0.0061 0.161
N -0.9101 0.4997 -1.3695 -0.812
C 0.0077 1.1955 0.7820 -0.109
O 0.4517 0.5818 1.9650 -0.710
H -1.7804 -0.6211 1.6768 0.220
H -2.5040 -1.1020 0.0597 0.194
H -0.5541 1.3650 -1.7294 0.386
H -1.6840 0.1207 -1.8854 0.381
H -0.4588 2.1381 1.0992 0.199
H 0.8585 1.4446 0.1305 0.168
H 0.7044 -0.3269 1.7654 0.478
O 1.9353 -0.2595 -1.7067 -0.573
C 2.0958 -0.8253 -0.6692 0.642
O 1.2279 -1.6426 -0.0886 -0.694
H 3.0014 -0.7458 -0.0454 0.115
H 0.3997 -1.6841 -0.6001 0.512
```

=====

## ii
Entry from OMol25: a cluster of 2 separate species, C4H9NO3 in total (ωB97M-V/def2-TZVPD).

## Properties
E_HOMO (spin up / spin down)	-7.143 / -7.657	eV
charge	0
lowest unoccupied orbital energy (spin up / spin down)	0.001 / 0.020	Ha
frontier orbital gap (spin up / spin down)	7.2 / 8.2	eV

XYZ file:
```
17
Properties=species:S:1:pos:R:3:nbo_charge:R:1
C -0.5692 1.0001 0.9476 0.499
C 0.7082 -0.4023 -1.2464 -0.295
C 0.4467 -1.8700 -1.4212 -0.672
C 0.6843 1.6258 0.0828 0.437
N -0.5781 -0.3725 0.5862 -0.750
O -1.7397 1.6338 0.5022 -0.719
O -0.3687 1.1390 2.3074 -0.726
O 1.5238 2.1692 0.7452 -0.593
H -2.2407 1.8754 1.2935 0.490
H 0.4965 1.5856 2.4282 0.496
H -1.4317 -0.6823 0.1398 0.408
H -0.0895 -0.9802 1.2314 0.408
H 0.2337 0.2326 -1.9820 0.198
H 1.7596 -0.1698 -1.1267 0.193
H -0.6163 -2.0990 -1.5383 0.199
H 0.9272 -2.2135 -2.3455 0.226
H 0.8537 -2.4719 -0.6042 0.202
```

=====

Bottom line: i, by a margin of 349.2 kJ/mol.